{"formula": "C22H27Cl21N4", "method": "ωB97M-V/def2-TZVPD", "species": ["C", "H", "C", "C", "H", "Cl", "C", "H", "Cl", "H", "Cl", "H", "H", "Cl", "H", "Cl", "Cl", "Cl", "N", "C", "H", "H", "Cl", "H", "C", "H", "Cl", "H", "C", "Cl", "C", "C", "Cl", "Cl", "H", "N", "H", "C", "Cl", "Cl", "H", "Cl", "H", "Cl", "H", "Cl", "C", "C", "C", "C", "H", "C", "Cl", "H", "C", "N", "N", "C", "H", "H", "C", "H", "Cl", "H", "C", "Cl", "C", "H", "H", "Cl", "H", "H", "C", "C"], "xyz": [[0.03714, 0.89259, -0.54949], [-0.80947, 0.65142, -2.56936], [-0.35817, 2.02151, -5.45544], [0.97647, -2.36658, -0.54403], [-7.07464, 0.47564, 0.40053], [8.32993, -0.97031, 0.71142], [-1.65729, 0.67736, 1.35708], [2.78626, -0.00407, -2.36594], [-2.07510, 4.29695, 3.03054], [-7.98523, -2.04079, -2.12528], [-1.47788, -4.43497, 2.03569], [1.08734, -0.55840, -2.52364], [2.05265, 1.20700, -0.35387], [-1.62142, 1.49928, -4.33591], [-1.50067, -3.31762, 4.09799], [2.11078, -8.22239, -1.25123], [6.48492, -0.01730, 2.74503], [0.92178, 2.88074, -4.58944], [-7.68746, -1.19390, -1.61623], [4.47973, 3.45890, -0.59687], [3.76404, 3.30772, -1.40020], [7.27690, 1.12295, 0.85286], [5.54394, 7.62353, 3.00876], [-7.15344, -3.70840, -1.19520], [-6.99475, -1.54783, -0.59323], [0.88778, -3.06932, -1.41602], [3.37160, 7.38796, 4.92559], [1.39555, -2.56398, 1.62948], [1.78907, -6.61174, -1.90324], [-3.77929, -3.62676, 3.62016], [-2.46798, 0.41292, -1.05022], [2.15327, -1.34513, -0.76423], [9.05114, 1.29735, 2.37964], [3.15102, -5.53053, -1.58586], [1.66602, -6.69724, -2.97826], [-3.39756, 0.21448, -2.06391], [-1.25516, 5.46434, 1.16561], [-1.05431, 0.66294, -1.46958], [4.25327, 5.08348, 0.05320], [-1.95693, -1.62063, 2.53453], [0.49358, -3.97227, 0.96961], [0.48961, 5.63674, 2.72731], [-5.61918, -3.32401, -0.33030], [0.30608, 0.63772, -6.33314], [3.02266, -1.95226, -1.16121], [4.21496, 5.06920, 3.39227], [-4.93554, -0.08159, -0.06909], [-0.27560, 0.91906, 0.92154], [-2.10134, -3.25988, 3.19543], [-6.72136, -3.07868, -0.36529], [-5.45935, -0.21295, -2.24125], [-4.61588, -0.03151, -1.52515], [-0.17870, 3.37901, 1.02379], [5.45574, 6.30808, 4.95108], [7.72615, 0.44803, 1.57596], [1.37041, 1.09158, -1.11523], [-4.02888, 0.15637, 0.90423], [-2.76427, 0.40604, 0.38907], [2.46629, -0.96045, 0.24697], [2.29431, -3.76965, 0.59792], [4.74219, 6.56242, 4.17369], [0.56847, 1.11701, 1.61614], [6.10852, 3.27222, -1.25947], [-0.79953, 2.70262, -6.17625], [1.83389, -0.17459, -1.78013], [4.17757, 2.24341, 0.65474], [-0.81506, 4.78643, 1.89063], [-1.81913, 0.71822, 2.46351], [-7.22764, -3.42512, 0.57803], [0.29546, -5.95254, -1.22480], [-6.33242, -0.90298, 1.36917], [-0.01947, -1.86491, -0.39907], [1.30101, -3.25154, 0.73676], [-6.41744, -0.43039, 0.35107]], "forces_ev_per_a": [[-2.4, -0.4, 0.2], [-0.4, -0.2, 2.0], [-0.1, 0.0, 0.0], [0.2, -0.6, 0.8], [0.6, -0.9, -0.3], [-0.1, 0.1, 0.0], [2.3, 0.6, -1.9], [-1.1, 0.3, 0.6], [0.0, 0.0, -0.1], [0.1, 0.5, 0.1], [-0.5, -0.2, 0.3], [0.5, 0.6, 0.7], [-0.6, 0.3, -0.3], [-0.2, 0.4, -1.1], [-0.1, -0.1, -0.1], [0.0, 0.1, -0.1], [0.0, 0.0, -0.1], [-0.1, 0.0, 0.0], [0.4, -0.3, 0.9], [0.0, 0.2, -0.1], [0.1, 0.0, 0.1], [0.0, -0.1, 0.1], [0.0, -0.1, 0.1], [0.4, 0.9, 0.7], [-0.4, -0.2, -0.9], [0.1, 0.8, 0.6], [0.1, 0.0, 0.0], [-0.1, -0.7, -0.8], [0.0, 0.0, 0.1], [0.1, 0.0, 0.0], [2.6, 0.5, 0.3], [-0.3, -0.6, -0.3], [-0.1, 0.0, -0.1], [-0.1, 0.0, -0.1], [0.0, 0.0, 0.1], [-1.6, -0.3, 3.3], [0.0, -0.1, 0.1], [0.5, -0.1, 1.5], [0.0, -0.2, -0.2], [0.0, -1.3, 0.5], [1.0, 0.5, -0.4], [-0.1, 0.0, 0.0], [-1.1, 0.4, 0.2], [0.0, 0.1, 0.0], [-0.8, 0.7, 0.4], [0.1, 0.1, 0.2], [0.3, 0.2, -0.2], [-2.4, -1.9, -1.9], [0.0, 0.2, 0.0], [0.2, 0.1, 0.4], [0.9, 0.2, 0.8], [0.4, 0.1, 0.0], [-0.3, 2.0, 0.2], [-0.1, 0.0, -0.1], [0.0, 0.0, 0.0], [-0.6, -1.5, 0.7], [-0.3, -0.2, -2.9], [1.4, 0.6, 0.5], [-0.2, -0.1, -1.0], [-1.1, 0.4, 0.2], [-0.1, 0.0, 0.0], [-1.0, -0.5, -0.4], [-0.1, -0.1, 0.0], [0.1, -0.1, 0.1], [0.9, -1.0, -0.2], [0.1, 0.0, 0.0], [0.3, 0.2, -0.1], [-0.3, 0.2, -1.4], [0.7, 0.4, -0.7], [0.0, -0.1, -0.1], [-0.1, 0.7, -0.8], [1.0, -0.3, -0.2], [0.4, 0.9, -0.3], [1.0, -1.4, 0.1]], "total_charge": 0, "e_homo_ev": -8.16, "smiles": "[H]/N=C(\\C)Cc1cnc2cc(NCCCC)ccc2n1.ClC(Cl)Cl.ClC(Cl)Cl.ClC(Cl)Cl.ClC(Cl)Cl.ClC(Cl)Cl.ClC(Cl)Cl.ClC(Cl)Cl"}

{"formula": "C2H3Cl3", "method": "ωB97M-V/def2-TZVPD", "species": ["C", "H", "H", "Cl", "Cl", "C", "H", "Cl"], "xyz": [[0.18317, -0.38586, 0.69975], [0.08466, -1.49454, 1.01238], [-0.33324, 0.06292, 1.53112], [0.50627, 1.78806, -1.00332], [1.91643, -0.20941, 0.86997], [-0.40794, 0.35735, -0.67877], [-1.44067, 0.62102, -0.42022], [-0.50868, -0.73953, -2.01090]], "forces_ev_per_a": [[-0.6, -0.9, -0.3], [-0.7, 1.4, -1.9], [0.1, 0.9, 0.3], [0.1, 0.5, -0.2], [0.6, 0.3, 0.1], [-0.2, -1.8, 3.0], [0.4, 0.1, -0.1], [0.2, -0.5, -0.8]], "total_charge": 0, "e_homo_ev": -10.69, "smiles": "ClCC(Cl)Cl", "e_above_lowest_kcal_mol": 19.3}

{"formula": "C10H15NO2", "method": "ωB97M-V/def2-TZVPD", "species": ["C", "O", "C", "H", "H", "C", "H", "H", "C", "O", "H", "H", "N", "C", "H", "H", "C", "H", "H", "C", "H", "C", "H", "H", "C", "H", "C", "H"], "xyz": [[0.55931, 1.67021, 0.34386], [2.32071, -1.22077, 0.42077], [-0.27039, 1.01500, 1.26250], [-0.41657, -2.86411, -0.18123], [0.17130, 0.70149, 2.19303], [0.65436, -3.16757, 1.72336], [-1.56044, 2.10365, -2.22506], [-3.24093, -0.10090, 1.34995], [0.84043, 3.17558, -1.67306], [-2.33115, -0.06011, 1.68773], [1.43157, 2.69004, -2.44943], [0.28962, -1.79455, -1.86660], [1.03502, -1.28862, -1.40551], [0.07902, 2.16472, -0.86373], [1.58897, 1.73486, 0.63225], [0.92768, -2.59166, 2.60636], [0.14413, -2.32015, 0.57006], [1.55458, -3.74362, 1.52888], [1.56137, 3.73929, -1.07248], [-2.00109, 0.99330, -0.44212], [0.17671, 3.95295, -2.06582], [-1.52916, 0.65895, 0.83221], [-0.12970, -3.85106, 2.06940], [1.78422, -0.95975, -1.98221], [1.24319, -1.50108, -0.06707], [-3.04695, 0.86796, -0.65702], [-1.17771, 1.73291, -1.27393], [-0.65807, -1.73695, 1.00493]], "forces_ev_per_a": [[-0.7, -0.1, 0.6], [-0.4, 0.3, 0.8], [0.8, -0.2, -1.3], [0.4, -0.5, -0.3], [-0.3, -0.2, 0.2], [0.0, -0.6, 0.6], [0.0, -0.1, 0.2], [0.5, 0.0, 0.0], [0.5, 0.2, 0.1], [-0.3, 0.0, 0.2], [-0.2, 0.2, -0.4], [0.2, 0.3, 0.1], [-0.9, -0.2, -0.1], [0.1, -0.2, 0.1], [0.4, 0.6, 0.0], [-0.1, 0.5, -0.2], [-0.1, 0.2, 1.1], [0.0, -0.2, -0.5], [-0.1, -0.3, 0.2], [0.8, 0.4, 0.7], [0.0, -0.4, -0.3], [-1.1, -0.2, 0.0], [0.1, 0.0, -0.2], [0.2, 0.2, 0.1], [0.7, -0.8, -1.4], [-0.2, -0.4, -0.3], [-0.4, 0.8, -0.1], [0.1, 0.8, 0.0]], "total_charge": 0, "e_homo_ev": -8.38, "smiles": "Cc1ccc(O)cc1.CCC(N)=O", "e_above_lowest_kcal_mol": 10.7}

{"formula": "C4H2N2O", "method": "ωB97M-V/def2-TZVPD", "species": ["N", "C", "C", "C", "N", "H", "H", "O", "C"], "xyz": [[-0.10787, -1.73003, -3.30313], [-1.06328, -0.50795, -1.31502], [-0.50278, -1.18574, -2.36593], [-0.51151, -0.16025, 1.21144], [0.71202, -0.39250, 1.71232], [0.82954, -0.19807, 2.69013], [1.45935, -0.75741, 1.14020], [-1.49147, 0.27228, 1.78106], [-0.66541, -0.42703, -0.17457]], "forces_ev_per_a": [[0.1, 0.0, 0.4], [1.2, -0.7, 0.5], [-0.6, -0.3, -2.4], [-0.3, 0.4, 0.5], [0.0, 0.0, 0.3], [0.3, -0.1, 0.1], [-0.1, 0.1, 0.2], [0.3, 0.0, 0.6], [-0.9, 0.5, -0.3]], "total_charge": 0, "e_homo_ev": -10.69, "smiles": "N#CC#CC(N)=O", "e_above_lowest_kcal_mol": 35.4}

{"formula": "C5H5NO", "method": "ωB97M-V/def2-TZVPD", "species": ["H", "C", "H", "N", "H", "C", "O", "H", "H", "C", "C", "C"], "xyz": [[-0.17426, -1.24456, -2.27368], [0.59534, -1.00178, -0.19342], [0.71832, -1.98952, -0.62674], [0.38924, 0.43074, 1.75337], [-1.37541, 1.75288, -0.71813], [0.85183, -0.61327, 1.11039], [-0.83241, -0.55559, -2.04811], [-0.41563, 2.33498, 1.39311], [1.38908, -1.27211, 1.81162], [-0.30806, -0.17632, -0.89163], [-0.22997, 1.31739, 0.98257], [-0.60807, 1.01716, -0.29935]], "forces_ev_per_a": [[-1.1, 0.1, -0.9], [-1.5, 0.7, -0.5], [0.8, -0.1, 0.4], [0.6, 1.6, -0.1], [1.4, -1.2, 0.0], [0.7, -2.4, 1.3], [0.8, -0.9, -1.0], [-0.2, -1.0, -0.1], [0.0, -0.1, -0.8], [1.1, 0.0, 1.8], [0.1, 0.5, 0.6], [-2.7, 2.7, -0.8]], "total_charge": 0, "e_homo_ev": -9.55, "smiles": "Oc1ccncc1", "e_above_lowest_kcal_mol": 15.1}

{"formula": "C4H10S", "method": "ωB97M-V/def2-TZVPD", "species": ["S", "H", "H", "H", "C", "H", "H", "C", "H", "H", "H", "C", "H", "H", "C"], "xyz": [[1.90382, -0.19223, -2.14719], [-4.20028, 0.10119, 3.97145], [-6.27619, 2.16423, 4.52840], [2.03090, -2.07971, -3.65412], [2.09701, -1.92731, -2.57724], [4.09299, -0.22613, -1.23048], [-5.78225, -0.29069, 4.51576], [-4.97924, 0.45657, 4.66993], [1.21159, -2.41178, -2.20182], [4.17274, -0.05840, -2.95180], [3.65526, 1.36969, -1.87770], [3.65427, 0.30445, -2.07222], [2.96308, -2.44341, -2.16895], [-4.96360, 2.39868, 5.78143], [-5.32708, 1.80620, 4.94788]], "forces_ev_per_a": [[0.4, 0.1, 0.1], [0.7, 0.4, 0.7], [-0.3, 0.0, 0.6], [0.4, 0.1, -0.1], [-0.5, -0.2, -0.5], [0.1, 0.2, 0.2], [-0.3, 0.5, -0.2], [-0.1, -1.2, -0.4], [-0.3, -0.3, 0.4], [0.1, 0.6, -0.4], [0.3, 0.1, -0.3], [-0.6, -1.0, 0.5], [0.1, 0.3, 0.1], [0.5, 0.2, -0.2], [-0.5, 0.0, -0.5]], "total_charge": -1, "e_homo_ev": [0.24, -0.95], "spin_multiplicity": 2, "s_squared": 0.754, "e_above_lowest_kcal_mol": 77.5}

{"formula": "C20H36N6O4S", "method": "ωB97M-V/def2-TZVPD", "species": ["C", "H", "N", "H", "H", "H", "H", "H", "C", "C", "O", "C", "H", "H", "H", "C", "H", "H", "C", "N", "H", "H", "N", "N", "N", "H", "C", "H", "H", "H", "H", "H", "H", "C", "C", "N", "H", "H", "H", "H", "H", "C", "O", "C", "H", "H", "C", "H", "O", "H", "H", "H", "C", "C", "H", "H", "C", "H", "C", "C", "C", "C", "O", "S", "H", "H", "C"], "xyz": [[-2.58584, 4.73900, 1.20177], [-4.72895, 4.81940, 1.00863], [-2.05024, -4.20598, -0.09810], [8.61235, 2.67562, 3.20063], [6.72584, 0.86583, 3.16534], [-0.39643, -3.63421, -6.20902], [5.52707, 0.91396, 1.86019], [-2.58580, 4.67130, 2.29505], [-4.02957, 6.83587, 1.24522], [-4.78813, -4.26313, 0.38606], [0.12083, 1.63485, 0.36088], [-0.85015, -5.09654, -2.51808], [-4.04714, 6.83875, 2.34117], [2.73112, 2.01658, -0.68254], [-3.22014, 7.49298, 0.91173], [0.12369, -0.72481, -0.25212], [2.80112, 1.13601, 1.92630], [-5.04277, -2.12327, 0.18906], [2.46226, 0.86282, -0.54138], [3.87818, -0.63507, 1.09270], [-2.30684, -3.57471, -2.92861], [-4.96838, 7.27093, 0.88812], [0.14951, -5.52590, -1.88062], [-0.36522, 6.19446, 0.37461], [0.48118, -1.95738, -1.05316], [6.29334, 3.20690, 2.38932], [-1.74121, -4.55299, -4.78363], [-3.48224, -2.43205, 2.12176], [-4.94337, -1.57370, 2.60606], [-4.75730, -3.29050, 3.01201], [-5.01080, -5.05989, 1.10400], [0.48324, -0.99588, 0.85297], [8.60938, 3.92765, 1.94396], [0.79884, 0.72371, -0.61890], [-4.56540, -2.53433, 2.24206], [8.16917, -0.60605, 0.57894], [-2.62720, -4.21017, -5.32933], [6.77016, 2.76875, 0.74898], [3.97330, -1.03546, 0.11614], [9.09593, 2.28329, 1.53705], [3.00544, 0.23240, -1.38315], [-3.29168, -4.23186, 0.12142], [-1.05398, 0.66316, 2.46479], [-0.56569, -3.64380, -5.12762], [-2.91237, -5.23267, -3.09373], [-5.31365, -4.49067, -0.54738], [-5.24538, -2.90761, 0.92863], [-0.28641, -2.65609, -0.81924], [-2.67925, 1.63054, 0.63693], [-6.32962, -2.93146, 1.08400], [0.45288, 1.20267, -1.65481], [1.33444, -2.38311, -0.58463], [8.40012, 2.87190, 2.14334], [-1.37213, 5.53452, 0.74964], [-2.52025, 3.72288, 0.79873], [-3.86412, 5.45471, -0.39084], [7.44852, 0.16391, 1.27022], [0.36149, -3.98635, -4.65732], [-2.05518, -4.57895, -3.28642], [6.57984, 1.09198, 2.10355], [3.04314, 0.48181, 0.97521], [-3.86348, 5.41887, 0.70548], [-1.32858, -0.51644, -0.06590], [-1.32867, 0.87823, 0.95319], [-1.51893, -5.56810, -5.13484], [-0.75758, -2.61460, -4.80304], [6.94771, 2.54750, 1.80857]], "forces_ev_per_a": [[0.8, 0.7, -0.6], [0.2, -0.1, 0.0], [-10.0, 0.1, 1.9], [0.0, 0.0, -0.1], [0.1, -0.1, -0.2], [0.0, 0.0, 0.1], [0.4, -0.3, 0.0], [0.2, 0.1, -0.1], [-0.1, 0.1, 0.0], [1.0, 0.2, -0.2], [-1.7, -2.2, 0.2], [6.7, -2.9, 4.5], [0.0, 0.0, -0.1], [-0.8, -2.5, 0.1], [0.0, -0.1, 0.1], [2.4, -1.1, 2.5], [0.4, -1.4, -2.1], [-0.1, -0.2, 0.0], [-0.4, 1.0, 1.7], [-3.8, 4.8, -1.2], [0.2, -0.2, 0.1], [0.1, -0.1, 0.1], [-7.9, 3.4, -5.3], [-8.0, -5.2, 2.9], [-1.1, 0.4, 1.3], [0.0, -0.2, -0.1], [0.2, 0.0, -0.3], [-0.1, -0.1, 0.0], [0.0, -0.2, 0.0], [0.1, 0.1, -0.1], [0.2, 0.1, -0.1], [-0.4, 1.1, -2.0], [0.0, -0.1, 0.1], [-0.4, 0.3, -1.6], [0.0, 0.1, 0.1], [-5.7, 6.2, 5.4], [0.0, -0.1, 0.2], [-0.1, -0.1, 0.2], [-0.1, 0.5, 1.3], [-0.1, 0.0, 0.1], [-1.4, 1.2, 1.9], [8.3, -0.1, -1.5], [-0.9, 0.2, -6.1], [0.1, 0.1, -0.1], [0.2, 0.0, 0.2], [0.3, -0.1, 0.1], [0.0, 0.4, 0.2], [1.1, 0.9, -0.5], [5.9, -3.2, 0.8], [0.1, -0.1, -0.1], [0.8, -1.6, 2.0], [-1.4, 0.8, -0.7], [0.1, 0.1, 0.0], [6.9, 4.2, -2.4], [0.2, 0.3, 0.1], [0.0, -0.1, 0.2], [4.6, -5.4, -4.5], [-0.2, 0.1, 0.0], [1.0, -0.5, 0.3], [0.6, -0.4, -0.8], [2.5, -3.9, -1.2], [-0.2, 0.3, -0.1], [1.7, 2.6, 1.1], [-2.7, 1.8, 2.7], [-0.1, 0.1, 0.1], [0.1, -0.1, 0.0], [0.3, 0.3, -0.1]], "total_charge": 0, "e_homo_ev": -10.38, "smiles": "[H]/N=C\\C[C@@H]1OS(=O)(=O)O[C@H]1N.CCCC#N.CCCC#N.CCCC#N.CCCC#N"}

{"formula": "C2H4O3", "method": "ωB97M-V/def2-TZVPD", "species": ["O", "C", "H", "O", "H", "O", "H", "H", "C"], "xyz": [[-1.85356, -0.01338, -0.13979], [-0.67478, -0.72142, 0.12562], [1.59312, -1.45636, -0.25899], [0.41485, 1.34907, 0.04207], [-0.59748, -1.15266, 1.24212], [1.70589, -0.47655, -0.05957], [-1.57336, 0.87398, 0.06377], [-0.80242, -1.74523, -0.48970], [0.54857, 0.15594, -0.00876]], "forces_ev_per_a": [[0.6, -0.7, 0.4], [-1.2, -3.7, 0.8], [0.0, 1.8, 0.5], [0.6, -0.2, 0.0], [-0.3, 1.1, -1.9], [0.9, -1.5, -0.5], [-0.3, 1.2, 0.0], [1.0, 2.3, 0.9], [-1.3, -0.3, -0.2]], "total_charge": 0, "e_homo_ev": -10.64, "smiles": "O=C(O)CO", "e_above_lowest_kcal_mol": 18.3}